No. 1
52
Properties=species:S:1:pos:R:3 method="wB97M-V/def2-TZVPD" de_lowest_kj_mol=50.71 fmax_ev_per_a=9.4 lumo_energy_ev=0.3 homo_lumo_gap_ev=6.46 homo_energy_ev=-6.13
C 17.86 52.79 9.99
C 16.99 51.84 10.82
C 16.14 52.59 11.71
C 15.46 51.70 12.62
N 14.28 52.32 13.35
C 13.21 52.70 12.56
C 12.94 54.20 12.72
C 13.28 54.40 14.27
C 14.64 53.61 14.24
C 13.79 51.34 14.44
H 18.20 53.61 10.58
H 17.30 53.40 9.33
H 18.65 52.22 9.50
H 17.68 51.28 11.50
H 16.59 51.17 10.18
H 15.29 53.08 11.24
H 16.65 53.48 12.20
H 16.18 50.96 13.06
H 15.07 51.15 11.92
H 12.48 52.21 12.89
H 13.24 52.89 11.44
H 11.80 54.25 12.44
H 13.56 54.95 12.16
H 12.57 53.98 14.97
H 13.69 55.50 14.54
H 15.30 53.44 15.15
H 15.34 53.94 13.64
H 14.71 51.06 15.14
H 13.26 50.55 13.76
H 13.10 51.75 15.15
O 11.72 49.58 12.22
H 11.37 48.74 12.74
C 9.44 52.20 12.82
S 10.02 51.56 14.34
O 10.81 52.62 15.05
C 8.46 51.44 15.18
H 8.68 51.53 12.16
H 10.17 52.04 12.18
H 8.99 53.12 12.77
H 7.95 52.53 15.09
H 8.59 50.86 16.20
H 7.75 50.85 14.63
C 8.60 47.35 10.19
S 8.72 48.79 11.22
O 7.45 49.66 10.95
C 8.49 47.96 12.74
H 9.32 46.54 10.74
H 8.97 47.32 9.11
H 7.60 46.97 10.15
H 9.42 47.37 12.88
H 7.69 47.06 12.78
H 8.29 48.48 13.60



No. 2
4
Properties=species:S:1:pos:R:3 method="wB97M-V/def2-TZVPD" de_lowest_kj_mol=136.24 fmax_ev_per_a=2.0 lumo_energy_ev="-1.8 / -1.7" homo_lumo_gap_ev="8.03 / 8.02" homo_energy_ev="-9.80 / -9.71"
O 1.88 -0.72 0.00
O -2.30 0.31 0.00
S -0.89 -0.21 0.00
S 1.31 0.62 0.00



No. 3
45
Properties=species:S:1:pos:R:3 method="wB97M-V/def2-TZVPD" de_lowest_kj_mol=149.09 fmax_ev_per_a=3.0 lumo_energy_ev=0.3 homo_lumo_gap_ev=9.43 homo_energy_ev=-9.09
C -1.22 4.15 -1.01
C -1.31 4.22 0.30
C -0.84 3.05 1.15
C -0.81 1.64 0.59
N -0.91 0.66 1.67
C 0.43 1.28 -0.24
N 0.13 0.62 -1.39
O 1.58 1.37 0.17
H -1.51 4.96 -1.68
H -0.90 3.30 -1.61
H -1.57 5.01 0.98
H 0.08 3.21 1.74
H -1.54 2.95 1.97
H -1.61 1.42 -0.11
H -0.15 0.71 2.31
H -0.96 -0.26 1.27
H -0.76 0.18 -1.58
H 0.89 0.09 -1.78
O 3.66 -0.59 -0.27
H 2.79 -0.15 -0.24
H 4.19 -0.15 0.40
O 0.89 -1.99 -1.23
H 1.67 -2.56 -1.34
H 0.24 -2.14 -1.92
O -2.65 -2.21 0.08
H -1.85 -2.15 0.67
H -3.17 -1.42 0.29
O 0.55 -1.34 3.80
H -0.26 -1.63 4.23
H 1.17 -1.06 4.48
O 3.24 -3.23 -1.17
H 3.52 -3.43 -2.07
H 3.80 -2.50 -0.87
O 3.12 -1.08 -3.15
H 3.53 -0.31 -2.75
H 3.19 -0.92 -4.10
O -0.21 -2.32 1.26
H 0.34 -2.11 2.02
H 0.27 -2.28 0.40
O -1.57 -1.23 -2.20
H -1.90 -1.59 -1.34
H -2.33 -0.91 -2.69
O -3.91 -0.07 1.52
H -4.30 0.80 1.46
H -3.07 0.03 1.99



No. 4
133
Properties=species:S:1:pos:R:3 method="wB97M-V/def2-TZVPD" fmax_ev_per_a=4.4 lumo_energy_ev=0.4 homo_lumo_gap_ev=9.96 homo_energy_ev=-9.57
C -3.16 -0.87 2.81
C -4.27 -0.10 3.50
O -5.36 0.25 2.68
O -2.32 -0.06 1.95
H -3.70 -1.67 2.31
H -2.52 -1.21 3.61
H -3.98 0.74 4.06
H -4.71 -0.83 4.16
H -5.35 1.18 2.50
H -2.85 0.46 1.36
C -2.59 1.18 -4.29
C -3.19 2.61 -4.48
O -2.14 3.63 -4.48
O -3.71 0.29 -4.46
H -2.05 1.07 -3.32
H -1.87 1.04 -5.09
H -3.82 2.73 -3.65
H -3.81 2.60 -5.38
H -1.64 3.32 -5.24
H -3.51 -0.41 -3.86
C -0.26 3.77 3.06
C 0.29 2.39 2.93
O 0.62 1.91 4.25
O -1.40 3.76 3.94
H -0.51 4.16 2.05
H 0.51 4.45 3.40
H 1.16 2.38 2.24
H -0.47 1.67 2.58
H 1.50 2.26 4.54
H -1.02 3.22 4.66
C 3.76 5.34 -2.29
C 4.19 4.25 -1.34
O 3.09 3.39 -1.08
O 3.20 4.76 -3.46
H 4.59 6.02 -2.56
H 3.07 5.95 -1.76
H 4.43 4.76 -0.37
H 5.12 3.75 -1.68
H 2.80 3.10 -1.99
H 2.25 5.08 -3.42
C 0.60 -7.09 0.70
C 0.18 -7.31 -0.79
O -1.18 -7.72 -0.99
O 0.76 -8.36 1.29
H -0.21 -6.53 1.18
H 1.51 -6.48 0.77
H 0.82 -8.08 -1.31
H 0.37 -6.35 -1.31
H -1.59 -8.02 -0.18
H 1.11 -8.27 2.18
C -4.27 3.29 0.59
C -4.71 2.00 -0.08
O -3.65 1.07 -0.04
O -4.23 3.13 2.00
H -4.96 4.07 0.35
H -3.30 3.55 0.14
H -4.95 2.24 -1.18
H -5.55 1.58 0.47
H -3.72 0.46 -0.78
H -3.34 3.08 2.37
C 1.68 -2.15 2.59
C 2.78 -2.97 3.04
O 3.96 -2.76 2.40
O 1.85 -0.76 2.88
H 0.76 -2.54 2.97
H 1.53 -2.22 1.49
H 2.35 -3.98 2.80
H 2.84 -2.92 4.15
H 4.10 -1.80 2.28
H 1.32 -0.53 3.64
C 4.15 -3.08 -1.45
C 5.32 -3.68 -0.76
O 5.73 -2.74 0.27
O 2.97 -3.41 -0.69
H 3.99 -3.64 -2.39
H 4.21 -2.00 -1.62
H 6.23 -3.70 -1.35
H 5.02 -4.66 -0.23
H 5.36 -3.04 1.09
H 3.13 -3.25 0.27
C 4.82 1.62 2.71
C 4.54 1.05 1.34
O 4.48 -0.33 1.50
O 3.68 1.66 3.49
H 5.10 2.62 2.55
H 5.69 1.06 3.09
H 5.25 1.28 0.54
H 3.57 1.47 1.03
H 4.88 -0.83 0.76
H 3.17 0.85 3.27
C -4.64 -2.37 -1.74
C -5.66 -1.91 -0.75
O -5.07 -1.95 0.58
O -3.59 -1.37 -1.98
H -5.23 -2.46 -2.64
H -4.27 -3.36 -1.48
H -6.53 -2.57 -0.76
H -5.98 -0.87 -1.01
H -5.45 -1.26 1.18
H -2.96 -1.49 -1.29
C -0.50 4.62 -0.99
C 0.54 5.67 -1.22
O 0.60 5.89 -2.63
O -1.79 5.11 -1.40
H -0.60 4.43 0.14
H -0.30 3.69 -1.48
H 1.44 5.23 -0.87
H 0.28 6.58 -0.68
H -0.23 6.33 -2.93
H -1.80 5.06 -2.39
C -1.57 -4.27 0.06
C -0.78 -3.12 -0.52
O -1.52 -1.86 -0.38
O -1.24 -4.38 1.57
H -1.35 -5.22 -0.30
H -2.63 -4.02 0.10
H -0.77 -3.25 -1.60
H 0.22 -3.10 -0.16
H -1.36 -1.47 0.50
H -1.78 -3.75 2.04
C 1.88 -0.29 -0.93
C 2.46 0.17 -2.22
C 1.18 0.51 -2.96
O 0.45 1.24 -1.99
C 0.84 0.76 -0.69
H 2.58 -0.25 -0.12
H 1.44 -1.32 -1.08
H 3.18 -0.46 -2.80
H 2.94 1.14 -2.11
H 0.64 -0.45 -3.39
H 1.26 1.20 -3.79
H -0.05 0.40 -0.18
H 1.22 1.57 -0.11



No. 5
48
Properties=species:S:1:pos:R:3 method="wB97M-V/def2-TZVPD" de_lowest_kj_mol=233.91 fmax_ev_per_a=0.7 total_charge=-1 lumo_energy_ev=2.9 homo_lumo_gap_ev=7.29 homo_energy_ev=-4.41
Cu 1.75 -0.07 1.45
N -2.42 -0.51 -6.11
C -2.37 -0.09 -4.76
C -1.32 0.70 -4.31
C -1.30 1.14 -2.99
C -2.32 0.79 -2.12
C -3.37 0.02 -2.57
C -3.40 -0.42 -3.88
S -2.27 1.41 -0.42
O -3.58 0.96 0.15
O -1.95 2.63 2.72
N -0.97 0.65 0.21
C -0.86 -0.68 0.21
N -1.86 -1.50 -0.21
C -1.67 -2.80 -0.14
C -0.49 -3.38 0.33
C 0.49 -2.49 0.71
N 0.33 -1.17 0.67
H -1.51 -0.59 -6.53
H -2.95 -1.36 -6.24
H -0.52 0.96 -4.99
H -0.47 1.74 -2.64
H -4.15 -0.24 -1.86
H -4.23 -1.03 -4.23
H -2.50 -3.42 -0.47
H -0.35 -4.45 0.38
H 1.45 -2.84 1.07
N 0.56 -0.20 3.55
N -0.45 0.79 3.51
C -1.73 0.41 3.40
N -2.62 1.42 3.06
S -2.30 -1.13 3.67
H 0.07 -1.10 3.57
H 1.08 -0.10 4.41
H -0.19 1.59 2.94
H -2.58 3.31 2.99
H -3.18 1.15 2.26
C 5.46 1.75 1.98
C 4.34 1.12 1.16
C 4.87 -0.11 0.41
O 3.28 0.81 2.00
H 6.31 2.05 1.35
H 5.81 1.04 2.73
H 5.09 2.63 2.50
H 4.04 1.86 0.39
H 5.20 -0.86 1.14
H 5.70 0.14 -0.25
H 4.07 -0.55 -0.19



No. 6
13
Properties=species:S:1:pos:R:3 method="wB97M-V/def2-TZVPD" de_lowest_kj_mol=596.83 fmax_ev_per_a=3.1 lumo_energy_ev=0.7 homo_lumo_gap_ev=9.13 homo_energy_ev=-8.38
N -2.14 -0.86 -0.12
C -0.92 -0.92 -0.17
C 0.23 -1.26 -0.76
C 1.29 -0.28 -0.45
O 1.44 0.79 -1.27
O 0.50 0.21 0.94
N -0.21 1.44 0.91
H -2.60 -0.63 0.76
H 0.48 -2.29 -0.99
H 2.27 -0.67 -0.18
H 0.56 1.10 -1.55
H -1.13 1.29 1.32
H 0.23 2.09 1.57